Record 1
The following is a quantum chemistry calculation of CH4N2O3S as an isolated structure, from the Open Molecules 2025 dataset.

```
11
Properties=species:S:1:pos:R:3:forces:R:3:mulliken_charge:R:1
C -2.156 0.360 0.369 -1.97 -0.65 -1.22 0.405
N -3.347 -0.150 -0.021 -0.63 -0.64 1.48 -0.469
N -1.160 0.907 0.462 0.36 0.28 1.32 -0.386
O 4.133 -0.647 0.603 4.60 -1.62 -1.93 -0.610
O 1.592 0.118 0.047 -1.27 0.34 -0.83 -0.450
O 0.407 0.628 -2.081 -0.17 -0.53 0.31 -0.431
S 0.753 1.010 -0.739 2.36 0.58 -0.18 0.700
H 4.076 -1.274 -0.155 -0.79 1.03 1.25 0.310
H -4.113 0.540 0.148 0.80 -1.06 -0.23 0.291
H -3.544 -1.110 0.384 0.21 1.74 -0.69 0.293
H 3.358 -0.382 0.982 -3.50 0.53 0.71 0.346
```
Forces are in eV/Å.

Results
**HOMO energy**: -10.309 eV
**Multiplicity**: 1
**LUMO**: -0.00273 Eh
**Kohn-Sham gap**: 10.23 eV
**Energy relative to the best compared isomer or geometry (same formula, charge and spin)**: 139.65 kJ/mol

***

Record 2
The following is a quantum chemistry calculation of C38H35N3O4RuTe as an isolated structure, from the Open Molecules 2025 dataset.

```
82
Properties=species:S:1:pos:R:3:forces:R:3:mulliken_charge:R:1
Ru -0.882 1.663 0.770 0.71 0.09 0.37 0.446
C 3.334 1.116 3.021 -0.01 0.10 0.15 -0.529
O 3.891 1.913 1.985 0.03 -0.28 -0.29 -0.432
C 3.140 2.836 1.333 -0.38 0.10 0.17 -0.080
C 3.835 3.944 0.856 0.03 -0.03 0.07 -0.661
C 3.198 4.973 0.192 -0.06 0.06 -0.05 -0.721
C 1.829 4.913 -0.022 -0.05 0.09 -0.03 -0.695
C 1.120 3.810 0.417 0.18 -0.61 0.14 0.474
C -0.331 3.688 0.129 0.11 1.05 0.04 -0.219
N -1.247 3.616 1.106 -0.18 -0.53 -0.02 -0.024
N -2.503 3.977 0.943 -0.28 0.56 -0.30 -0.696
C -3.333 2.992 0.630 0.20 0.12 0.19 0.921
O -2.875 1.820 0.332 0.42 -0.04 0.08 -0.779
C -4.770 3.270 0.577 -0.13 -0.04 0.00 0.375
C -5.241 4.573 0.751 0.09 -0.08 0.00 -0.257
C -6.601 4.818 0.749 -0.02 0.00 0.00 -0.691
C -7.494 3.768 0.576 0.02 0.02 0.00 -0.374
C -7.028 2.472 0.401 -0.09 -0.04 -0.01 -0.646
C -5.669 2.219 0.395 0.13 0.02 0.00 -0.407
C 1.757 2.737 1.070 0.52 0.66 -0.31 1.119
O 1.053 1.620 1.322 -0.88 -0.55 -0.26 -0.965
H 4.186 0.694 3.548 -0.02 0.03 0.03 0.270
H 2.720 0.305 2.638 -0.05 -0.05 -0.07 -0.016
H 2.737 1.718 3.708 0.00 0.03 -0.03 0.338
H 4.904 3.967 1.025 -0.02 0.02 0.05 0.491
H 3.761 5.828 -0.155 0.03 -0.02 0.00 0.402
H 1.314 5.720 -0.529 0.00 -0.02 -0.02 0.506
H -0.659 4.114 -0.820 -0.16 -0.14 0.00 0.596
H -4.527 5.374 0.883 -0.03 0.04 0.02 0.472
H -6.969 5.825 0.887 0.01 0.00 -0.01 0.400
H -8.559 3.961 0.580 0.00 -0.01 0.00 0.397
H -7.732 1.660 0.277 0.02 -0.01 -0.02 0.406
H -5.287 1.216 0.261 -0.03 0.00 0.00 0.368
C 0.209 -3.212 -5.479 -0.02 -0.02 0.02 -1.572
C 0.329 -2.702 -4.072 0.01 -0.02 0.03 0.659
C 0.109 -1.365 -3.766 0.01 -0.03 0.00 -1.028
C 0.275 -0.870 -2.481 0.10 0.04 0.17 0.803
C 0.023 0.594 -2.237 0.01 -0.08 0.10 -1.247
C 0.681 -1.758 -1.472 -0.07 0.09 -0.10 0.596
Te 1.148 -1.017 0.451 1.03 -0.75 -0.59 1.328
N -0.906 -0.325 0.705 -0.38 0.34 -0.36 -0.180
C -1.583 -0.521 1.875 -0.16 -0.76 0.70 0.718
O -1.776 0.452 2.622 -0.13 -0.09 -0.32 -0.499
C -2.141 -1.885 2.111 -0.09 0.16 0.08 -0.113
C -3.523 -2.046 2.099 0.08 0.03 0.07 -0.594
C -4.065 -3.320 2.167 -0.06 0.02 -0.02 -0.670
C -3.236 -4.427 2.273 -0.02 -0.03 0.03 -0.428
C -1.859 -4.264 2.324 0.04 0.00 -0.01 -0.916
C -1.312 -2.996 2.227 -0.03 0.08 0.04 0.168
C 3.273 -1.720 0.333 -0.33 0.37 0.17 0.640
C 3.700 -2.624 1.291 -0.17 -0.03 0.07 -0.712
C 5.023 -3.036 1.293 0.02 -0.04 0.00 -0.743
C 5.894 -2.525 0.343 0.04 0.01 0.00 -0.687
C 5.455 -1.595 -0.587 -0.05 0.00 0.00 -0.736
C 4.135 -1.150 -0.599 -0.06 0.08 -0.08 0.648
C 3.689 -0.090 -1.571 -0.02 -0.12 0.03 -1.172
C 0.852 -3.123 -1.738 0.04 0.04 0.20 0.951
C 1.201 -4.136 -0.678 0.08 0.09 -0.15 -1.723
C 0.675 -3.566 -3.041 -0.03 0.04 -0.03 -0.836
H -0.055 -2.415 -6.171 -0.01 -0.01 -0.01 0.354
H -0.549 -3.993 -5.545 -0.01 0.01 -0.01 0.369
H 1.156 -3.648 -5.801 -0.01 0.00 -0.03 0.357
H -0.189 -0.683 -4.555 0.02 0.01 0.00 0.369
H 0.036 1.152 -3.171 0.05 0.03 0.02 0.559
H 0.781 1.026 -1.573 -0.02 0.08 -0.05 -0.113
H -0.965 0.731 -1.785 -0.02 0.02 -0.02 0.321
H -4.159 -1.173 2.023 -0.02 -0.01 -0.01 0.511
H -5.138 -3.449 2.129 0.00 0.00 0.03 0.418
H -3.663 -5.419 2.328 -0.01 0.01 0.01 0.402
H -1.215 -5.127 2.439 0.00 0.01 0.00 0.429
H -0.238 -2.860 2.289 0.03 -0.07 0.00 0.666
H 3.008 -3.012 2.032 0.04 -0.01 0.01 0.439
H 5.370 -3.741 2.037 0.00 -0.01 -0.01 0.470
H 6.932 -2.833 0.338 -0.01 -0.01 0.00 0.419
H 6.149 -1.184 -1.311 0.02 0.01 0.02 0.467
H 4.543 0.449 -1.975 -0.01 0.02 0.01 0.516
H 3.038 0.637 -1.074 0.05 0.08 -0.04 -0.112
H 3.135 -0.529 -2.404 0.00 0.01 0.00 0.297
H 1.072 -3.729 0.325 -0.01 -0.13 0.08 0.011
H 2.236 -4.466 -0.781 0.00 0.02 0.05 0.364
H 0.558 -5.010 -0.769 -0.02 0.01 0.03 0.534
H 0.814 -4.620 -3.256 0.00 0.00 0.01 0.507
```
Forces are in eV/Å.

Results
**Total charge**: +1
**HOMO energy (spin up / spin down)**: -10.681 / -10.691 eV
**Multiplicity**: 6
**LUMO (spin up / spin down)**: -0.09105 / -0.20699 Eh
**Kohn-Sham gap (spin up / spin down)**: 8.20 / 5.06 eV

***

Record 3
The following is a quantum chemistry calculation of one molecule with the formula C5H8ClNS, from the Open Molecules 2025 dataset.

```
16
Properties=species:S:1:pos:R:3:forces:R:3:mulliken_charge:R:1
C 0.013 -0.683 0.357 -0.61 -0.52 -0.63 0.570
C -1.425 -0.973 0.828 0.73 -0.63 1.29 -0.869
C -0.868 1.389 -0.440 0.03 0.09 -0.77 -0.776
C 0.078 0.865 0.590 -0.07 -0.44 0.22 -0.342
C 1.300 -0.040 0.793 -0.78 1.37 -0.86 -0.218
H -0.834 -1.223 -1.380 -0.24 0.29 -0.22 0.256
H 0.534 -2.022 -1.203 0.35 0.66 0.82 0.198
H -1.520 -0.799 1.913 -0.36 0.05 -0.49 0.356
H -1.744 -1.996 0.587 0.01 0.28 0.09 0.386
H -0.528 1.302 -1.477 0.01 -0.19 0.33 0.337
H -1.198 2.420 -0.296 -0.05 -0.20 0.25 0.410
H -0.303 1.113 1.602 0.21 -0.29 -0.63 0.219
H 1.553 -0.020 1.812 0.45 -0.15 1.07 0.342
N 0.094 -1.119 -1.002 0.43 -0.23 -1.25 -0.545
S -2.376 0.205 -0.232 0.39 0.54 0.51 -0.144
Cl 2.754 0.143 -0.212 -0.50 -0.64 0.26 -0.181
```
Forces are in eV/Å.

Results
**SMILES**: N[C@]12CSC[C@@H]1[C@@H]2Cl
**HOMO energy**: -8.478 eV
**Multiplicity**: 1
**LUMO**: 0.02756 Eh
**Kohn-Sham gap**: 9.23 eV
**Energy relative to the best compared isomer or geometry (same formula, charge and spin)**: 245.26 kJ/mol